Entry from the OMol25 dataset: C23H30N2O5S in the gas phase (wB97M-V/def2-TZVPD).

charge = 0
SMILES string = Cc1cccc(C)c1OC[C@@H](O)CNS(=O)(=O)c1ccccc1C(=O)N1CCCCC1
frontier orbital gap = 9.03 eV
spin multiplicity = 1
HOMO = -8.4 eV
total energy = -1778.3473 a.u.

Atoms and positions in Å:
1 C 3.7265 0.9067 2.0761
2 C 3.1126 1.3319 0.7731
3 C 2.6486 2.6348 0.6494
4 C 2.1488 3.1140 -0.5457
5 C 2.1135 2.2817 -1.6471
6 C 2.5461 0.9674 -1.5591
7 C 2.4835 0.0918 -2.7757
8 C 3.0334 0.4846 -0.3383
9 O 3.5034 -0.8158 -0.3350
10 C 3.0895 -1.6890 0.6975
11 C 2.8506 -3.0939 0.1132
12 O 2.6456 -4.0174 1.1473
13 C 1.6911 -3.1150 -0.9140
14 N 0.6604 -2.1256 -0.7066
15 S -0.2478 -2.0641 0.6590
16 O 0.0384 -3.2232 1.4652
17 O -0.1433 -0.7770 1.2939
18 C -1.9024 -2.2192 0.0061
19 C -2.5801 -3.4189 0.0809
20 C -3.8532 -3.5126 -0.4583
21 C -4.4274 -2.4066 -1.0664
22 C -3.7415 -1.2046 -1.1348
23 C -2.4676 -1.1016 -0.5874
24 C -1.6243 0.1339 -0.7235
25 O -0.7437 0.1617 -1.5733
26 N -1.9266 1.1671 0.0691
27 C -2.8099 1.0917 1.2092
28 C -3.7313 2.3110 1.2327
29 C -2.9024 3.5923 1.2436
30 C -1.9666 3.6028 0.0382
31 C -1.0942 2.3520 0.0444
32 H 3.0324 0.3061 2.6627
33 H 3.9898 1.7850 2.6621
34 H 4.6298 0.3259 1.9032
35 H 2.7031 3.2898 1.5077
36 H 1.8029 4.1347 -0.6199
37 H 1.7405 2.6450 -2.5937
38 H 3.0343 -0.8295 -2.6134
39 H 2.9090 0.6108 -3.6331
40 H 1.4429 -0.1385 -3.0056
41 H 2.1722 -1.3327 1.1764
42 H 3.8717 -1.7901 1.4603
43 H 3.7681 -3.4171 -0.3920
44 H 1.7529 -3.8682 1.5092
45 H 2.0781 -2.9695 -1.9227
46 H 1.2224 -4.1021 -0.8574
47 H 0.8118 -1.2139 -1.1126
48 H -2.1002 -4.2540 0.5658
49 H -4.3946 -4.4448 -0.4075
50 H -5.4171 -2.4805 -1.4917
51 H -4.1880 -0.3464 -1.6145
52 H -3.3913 0.1699 1.1645
53 H -2.1979 1.0660 2.1195
54 H -4.3721 2.2616 2.1139
55 H -4.3689 2.2966 0.3462
56 H -3.5580 4.4645 1.2222
57 H -2.3126 3.6345 2.1615
58 H -1.3272 4.4857 0.0581
59 H -2.5551 3.6287 -0.8812
60 H -0.4675 2.2973 -0.8464
61 H -0.4412 2.3444 0.9247

***

Entry from the OMol25 dataset: C6H12N2 in the gas phase at a distorted geometry (wB97M-V/def2-TZVPD).

charge = 0
SMILES string = C1C[C@]2(CCN2)CN1
frontier orbital gap = 9.17 eV
spin multiplicity = 1
HOMO = -8.3 eV
total energy = -345.1133 a.u.

Atoms and positions in Å:
1 C -1.8523 0.0145 -0.8701
2 C -1.1411 -0.6325 0.3492
3 C 0.1800 -0.0195 0.2700
4 C 0.8299 -0.5263 1.5304
5 C 1.9640 -1.1179 0.5092
6 N 1.3349 -0.3188 -0.6191
7 C -0.2924 1.4763 -0.0716
8 N -1.1110 1.2719 -1.1422
9 H -2.8456 0.5414 -0.3621
10 H -2.0814 -0.6014 -1.7501
11 H -1.3351 -1.8453 0.4520
12 H -1.6350 -0.0626 1.3226
13 H 1.5267 0.2302 2.1155
14 H 0.3221 -1.2622 2.1202
15 H 2.9996 -0.9406 0.8644
16 H 1.9920 -2.2675 0.3695
17 H 1.3551 -0.6660 -1.8259
18 H -0.5581 2.0740 0.9276
19 H 0.7626 1.9494 -0.4066
20 H -0.1987 1.0103 -1.8009

***

Entry from the OMol25 dataset: C11H22N4O4 in the gas phase at a distorted geometry (wB97M-V/def2-TZVPD).

charge = 0
SMILES string = NCCCC[C@H](N)C(=O)N[C@@H](CCC(N)=O)C(=O)O
frontier orbital gap = 9.68 eV
spin multiplicity = 1
HOMO = -9.4 eV
total energy = -952.2630 a.u.

Atoms and positions in Å:
1 N -2.7801 5.3553 0.5424
2 C -1.9256 4.1591 0.8021
3 C -1.0998 3.6263 -0.2790
4 C 0.1300 2.9054 0.3755
5 C 1.1608 2.2565 -0.5539
6 C 1.1277 0.6262 -0.7223
7 N 2.2157 0.1442 -1.5369
8 C -0.3032 -0.0158 -0.8379
9 O -1.2278 0.7171 -0.8318
10 N -0.3739 -1.3873 -0.7945
11 C 0.7095 -2.4229 -0.7317
12 C 0.4195 -3.6308 0.1402
13 C 0.6094 -3.2622 1.5607
14 C -0.1837 -4.1203 2.5887
15 N -1.4192 -3.6483 2.7431
16 O 0.3293 -5.1143 3.1647
17 C 0.9575 -2.9163 -2.1795
18 O 0.5721 -3.9332 -2.6900
19 O 1.6838 -2.0057 -2.8228
20 H -3.4481 5.3745 -0.2263
21 H -2.1817 6.0943 0.1330
22 H -2.5340 3.2885 1.2234
23 H -1.1861 4.4709 1.5338
24 H -1.4838 3.0042 -0.9627
25 H -0.7315 4.3956 -0.9145
26 H 0.6437 3.5523 0.9040
27 H -0.4229 2.1267 0.8843
28 H 2.2062 2.5515 -0.2518
29 H 1.0270 2.4479 -1.5848
30 H 1.2953 0.2501 0.4095
31 H 1.9473 0.1060 -2.5397
32 H 3.0012 0.8821 -1.3979
33 H -1.2559 -1.7802 -0.4883
34 H 1.5095 -1.8323 -0.3131
35 H -0.5674 -3.9592 -0.1516
36 H 1.2354 -4.3211 -0.2334
37 H 0.3561 -2.2069 1.7278
38 H 1.6990 -3.3303 1.5984
39 H -2.1575 -4.2754 2.9420
40 H -1.6296 -2.9387 2.0458
41 H 2.0758 -1.2336 -2.2751

***

Entry from the OMol25 dataset: 2 unconnected molecules or ions with the total composition C4H11N4 at a distorted geometry (wB97M-V/def2-TZVPD).

charge = +1
frontier orbital gap = 9.66 eV
spin multiplicity = 1
HOMO = -13.9 eV
total energy = -377.6836 a.u.

Atoms and positions in Å:
1 C -1.3874 -0.3781 0.0194
2 C -2.7191 0.0377 -0.4381
3 C 1.8980 0.5525 0.8428
4 C 2.3310 -0.2380 -0.4478
5 N -1.3640 -1.0406 1.1804
6 N 1.3462 -2.4028 -0.6557
7 N -0.3206 -0.3426 -0.6979
8 N 1.4777 -1.2903 -0.6563
9 H -2.7980 -0.1119 -1.5719
10 H -3.4503 -0.4618 0.1907
11 H -2.8543 1.1966 -0.3849
12 H 1.9554 -0.1680 1.7336
13 H 2.8650 1.1955 0.9330
14 H 0.9870 1.0396 0.6070
15 H 3.3885 -0.6240 -0.1462
16 H 2.4926 0.4686 -1.3433
17 H -0.5523 -1.1569 1.7449
18 H -2.1619 -0.9041 1.8398
19 H -0.2766 -0.1764 -1.6334

***

Entry from the OMol25 dataset: a molecular structure, C41H42B2N4O2P2S2V at a distorted geometry (wB97M-V/def2-TZVPD).

charge = +3
frontier orbital gap (spin up / spin down) = 5.59 / 5.58 eV
spin multiplicity = 1
HOMO (spin up / spin down) = -15.0 / -15.0 eV
total energy = -4428.8397 a.u.

Atoms and positions in Å:
1 V -0.4534 -0.8015 0.8814
2 C 3.0588 -1.6333 -1.8273
3 C 2.0797 -0.5218 -1.8851
4 P 1.5896 0.3838 -0.2724
5 C 3.1518 0.7013 0.5155
6 C 3.4430 -0.0725 1.6237
7 C 4.6378 0.0034 2.3113
8 C 5.5492 1.0018 1.9533
9 C 5.2492 1.8753 0.8764
10 C 4.0875 1.7141 0.1599
11 C 0.9537 2.0238 -0.8198
12 C 0.4374 1.9287 -2.2761
13 C 0.5562 2.8750 -3.2010
14 C 0.9225 4.2150 -3.1809
15 C 0.2486 4.9686 -0.7714
16 C 1.0361 3.9111 0.1235
17 C 2.5639 -2.9362 -1.2460
18 P 2.6251 -3.1461 0.6131
19 C 0.7897 -2.8119 1.1646
20 C 0.6087 -2.4038 2.5218
21 C -0.5348 -2.7656 3.2790
22 C -1.4556 -3.6386 2.7100
23 C -1.3574 -3.9672 1.3623
24 C -0.2754 -3.4618 0.5553
25 C 2.3883 -4.9125 0.8000
26 C 1.9322 -5.7027 -0.2544
27 C 1.7975 -7.0620 -0.0994
28 C 2.0070 -7.6648 1.1357
29 C 2.4982 -6.9003 2.1928
30 C 2.7151 -5.5138 2.0742
31 H 4.0913 -1.3685 -1.5471
32 H 3.2714 -1.9240 -2.8540
33 H 1.1250 -0.8121 -2.3257
34 H 2.4246 0.3742 -2.4304
35 H 2.7197 -0.7472 1.9728
36 H 4.7376 -0.6739 3.1820
37 H 6.4799 1.0822 2.4759
38 H 6.0032 2.6145 0.6744
39 H 3.8707 2.3460 -0.6624
40 H -0.0624 1.0550 -2.6442
41 H 0.2770 2.4913 -4.1659
42 H 1.2292 4.6741 -4.1379
43 H 0.2321 5.9658 -0.3019
44 H 1.6656 4.5190 0.8659
45 H 3.2922 -3.6477 -1.5410
46 H 1.6248 -3.2663 -1.7741
47 H 1.4982 -2.0962 3.0757
48 H -0.6360 -2.5362 4.2999
49 H -2.1768 -4.1660 3.3406
50 H -2.0640 -4.6516 0.9172
51 H -0.1580 -3.7403 -0.4582
52 H 1.7549 -5.2797 -1.2541
53 H 1.6214 -7.6570 -1.0029
54 H 1.8240 -8.6955 1.2295
55 H 2.8405 -7.4182 3.0742
56 H 3.0383 -4.8792 2.9825
57 C -3.1902 -1.3922 -3.5862
58 N -3.6505 -1.3765 -2.2208
59 C -4.9405 -1.7441 -1.8055
60 C -4.9716 -1.6812 -0.4484
61 N -3.7714 -1.1255 -0.0474
62 B -3.2567 -0.9567 1.4591
63 N -3.2858 0.5061 1.9506
64 C -4.5520 1.0401 2.3219
65 C -4.3214 2.3079 2.7291
66 N -3.0161 2.5687 2.5758
67 C -2.4689 3.9158 2.7380
68 C -2.3472 1.4820 2.1158
69 S -0.5676 1.3590 1.9624
70 C -2.9884 -0.9998 -1.1279
71 S -1.3560 -0.3766 -1.1250
72 H -4.0098 -1.8698 -4.1770
73 H -2.2205 -1.8748 -3.9025
74 H -3.1439 -0.3732 -3.8870
75 H -5.5942 -2.2268 -2.4735
76 H -5.6766 -1.9284 0.2894
77 H -2.2707 -1.5033 1.7366
78 H -4.0350 -1.6587 2.0724
79 H -5.4730 0.5115 2.3125
80 H -5.0383 3.0462 3.0934
81 H -1.3965 3.8383 3.0111
82 H -3.0371 4.5695 3.3927
83 H -2.4676 4.4098 1.8057
84 O -1.3562 3.3385 -0.1710
85 B -0.1023 2.8156 0.3021
86 O 1.8542 3.0984 -0.7265
87 C 0.7721 5.1139 -2.1322
88 C 0.4579 6.3759 -2.8472
89 C -0.7936 6.9123 -2.7562
90 C -1.9175 6.3244 -2.0820
91 C -2.2164 5.2304 -1.2582
92 C -1.1848 4.4592 -0.7568
93 H 1.0950 6.7873 -3.6728
94 H -0.8908 7.9719 -3.1560
95 H -2.8071 6.9295 -2.2639
96 H -3.2377 4.9270 -1.2551

***

Entry from the OMol25 dataset: C5H10O2 in the gas phase at a distorted geometry (wB97M-V/def2-TZVPD).

charge = 0
SMILES string = CC[C@@H](O)CC=O
frontier orbital gap = 10.81 eV
spin multiplicity = 1
HOMO = -10.0 eV
total energy = -346.9601 a.u.

Atoms and positions in Å:
1 C 0.7368 -2.2561 -0.6220
2 C -0.3030 -1.1389 -0.5466
3 C 0.2273 0.1254 0.1381
4 O 1.3160 0.5863 -0.6275
5 C -0.9314 1.1748 0.2461
6 C -0.6507 2.4435 1.0044
7 O 0.5434 2.6489 1.0593
8 H 0.3297 -3.1346 -1.1342
9 H 1.6247 -1.9206 -1.1647
10 H 1.0525 -2.5713 0.3798
11 H -0.6300 -0.8651 -1.5588
12 H -1.1917 -1.4880 -0.0043
13 H 0.5567 -0.1500 1.1595
14 H 1.6004 1.4066 -0.1990
15 H -1.7277 0.7440 0.8346
16 H -1.2550 1.4603 -0.7520
17 H -1.2979 2.9348 1.7872

***

Entry from the OMol25 dataset: a molecular structure, C35H27Br2N8O3Tl (wB97M-V/def2-TZVPD).

charge = -2
frontier orbital gap = 4.98 eV
spin multiplicity = 1
HOMO = -1.3 eV
total energy = -7334.1001 a.u.

Atoms and positions in Å:
1 Tl -0.7819 -0.9641 1.2599
2 O 2.6793 0.7914 -4.2401
3 C 3.7143 0.1840 -3.5676
4 C 5.0157 0.2278 -4.0513
5 C 6.0392 -0.3833 -3.3413
6 C 5.7596 -1.0294 -2.1451
7 C 4.4530 -1.0701 -1.6779
8 C 3.4168 -0.4770 -2.3838
9 C 1.9861 -0.5799 -1.8660
10 O 1.9137 -0.5685 -0.4935
11 N 1.4950 -1.8701 -2.3731
12 N 0.1597 -2.1567 -2.3908
13 C -0.6180 -1.2998 -2.9138
14 C -2.0284 -1.5926 -3.1516
15 Br -2.6630 -3.2192 -2.3652
16 C -2.9231 -0.9519 -3.9130
17 C -2.8394 0.2749 -4.7302
18 C -3.9340 0.5344 -5.5621
19 C -3.9886 1.6519 -6.3776
20 C -2.9423 2.5621 -6.3818
21 C -1.8460 2.3249 -5.5664
22 C -1.7899 1.2006 -4.7579
23 H 3.0438 1.2958 -4.9738
24 H 5.2252 0.7442 -4.9839
25 H 7.0519 -0.3475 -3.7242
26 H 6.5571 -1.4789 -1.5675
27 H 4.2166 -1.5298 -0.7257
28 H 1.3724 0.2114 -2.3078
29 H 1.9611 -2.6127 -1.8668
30 H -0.2485 -0.3223 -3.1898
31 H -3.8898 -1.4360 -3.9717
32 H -4.7587 -0.1693 -5.5638
33 H -4.8511 1.8124 -7.0126
34 H -2.9859 3.4473 -7.0034
35 H -1.0215 3.0267 -5.5526
36 H -0.9238 1.0646 -4.1366
37 N 1.9899 0.2854 3.7187
38 C 1.1810 -0.7271 4.1528
39 C 0.5758 -0.6242 5.4253
40 C -0.1093 -1.7013 5.9239
41 C -0.2039 -2.8692 5.1635
42 C 0.3766 -2.8550 3.9156
43 N 1.0627 -1.8261 3.4098
44 C 2.3691 0.5576 2.3599
45 C 3.6966 0.9109 2.1612
46 C 4.0000 1.5240 0.9217
47 C 3.0586 1.5859 -0.0494
48 C 1.7919 0.8377 0.1322
49 N 1.3966 0.6276 1.4737
50 H 1.9145 1.1324 4.2603
51 H 0.6380 0.3099 5.9703
52 H -0.5933 -1.6361 6.8911
53 H -0.7545 -3.7325 5.5113
54 H 0.2893 -3.7169 3.2597
55 H 4.4093 0.8539 2.9713
56 H 4.9705 1.9921 0.7772
57 H 3.2309 2.0982 -0.9906
58 H 0.9651 1.2933 -0.4234
59 Br -6.1338 -1.4253 6.2231
60 C -4.6770 -1.2083 4.9816
61 C -4.5884 -2.0598 3.8979
62 C -3.5127 -1.8975 3.0218
63 C -2.5136 -0.9322 3.1852
64 C -2.6754 -0.1008 4.3056
65 C -3.7385 -0.2174 5.2026
66 H -5.3362 -2.8284 3.7388
67 H -3.4640 -2.5836 2.1720
68 H -1.9399 0.6684 4.5176
69 H -3.8303 0.4481 6.0531
70 O -1.8679 1.3642 0.4604
71 N -2.5737 2.2937 0.9141
72 C -2.2412 2.8847 2.0569
73 C -1.0936 2.6627 2.8929
74 N -0.1791 2.6174 3.5941
75 C -3.1173 3.9291 2.5074
76 N -3.7991 4.7691 2.9092

***

Entry from the OMol25 dataset: C3H9NO in the gas phase at a distorted geometry (wB97M-V/def2-TZVPD).

charge = 0
SMILES string = CNCCO
frontier orbital gap = 10.16 eV
spin multiplicity = 1
HOMO = -9.1 eV
total energy = -249.6503 a.u.

Atoms and positions in Å:
1 C 1.9577 0.3987 -0.6329
2 N 0.7591 -0.4001 -0.3416
3 C -0.2437 0.2314 0.5223
4 C -1.5321 -0.6480 0.4364
5 O -2.6141 0.2558 0.0127
6 H 2.4564 0.8775 0.2561
7 H 1.7688 1.2622 -1.2596
8 H 2.7489 -0.2655 -0.9692
9 H 1.2047 -1.1736 0.1455
10 H 0.0169 0.3082 1.5815
11 H -0.4802 1.2037 0.1083
12 H -1.4178 -1.4143 -0.3253
13 H -1.9404 -0.9161 1.4082
14 H -2.6843 0.2800 -0.9424

***

Q: charge of number 5 (C41H42B2N4O2P2S2V)?
A: +3